DFT (the ωB97M-V functional and the def2-TZVPD basis) results for a cluster of 2 separate species, H4O2 in total at a distorted geometry.

For the relative energy (zero: lowest compared OMol25 entry of this formula, charge and spin), the calculation gives 0.152 eV. As for the spin multiplicity: 1. The HOMO-LUMO gap is 11.92 eV.

XYZ file:
```
6
H4O2 the ωB97M-V functional and the def2-TZVPD basis
H 0.794 -0.050 0.061
H 1.900 -0.822 -0.759
H -1.596 0.681 0.977
H -1.468 -0.208 -0.346
O 1.739 -0.299 0.052
O -1.369 0.697 0.016
```